{
  "formula": "C44H35F9OP2Se4Zr",
  "method": "ωB97M-V with the def2-TZVPD basis set",
  "orbital_gap_ha": 0.2729,
  "de_lowest_kcal_mol": 6.7,
  "homo_energy_ev": -8.125,
  "total_charge": 0,
  "elements": ["Zr", "Se", "Se", "Se", "Se", "P", "P", "F", "F", "F", "F", "F", "F", "F", "F", "F", "O", "C", "C", "C", "C", "C", "C", "C", "C", "C", "C", "C", "C", "C", "C", "C", "C", "C", "C", "C", "C", "C", "C", "C", "C", "C", "C", "C", "C", "C", "C", "C", "C", "C", "C", "C", "C", "C", "C", "C", "C", "C", "C", "C", "C", "H", "H", "H", "H", "H", "H", "H", "H", "H", "H", "H", "H", "H", "H", "H", "H", "H", "H", "H", "H", "H", "H", "H", "H", "H", "H", "H", "H", "H", "H", "H", "H", "H", "H", "H"],
  "positions_angstrom": [[-0.55560, -3.19379, -3.00404], [1.84303, -2.39642, -2.33141], [0.19593, -4.00351, -5.35697], [-1.93202, -4.90117, -4.96167], [-1.66053, -5.50600, -2.68921], [-2.12284, -0.54239, -0.24392], [1.50600, 0.51315, -0.10259], [8.18571, -0.22775, 0.79730], [-1.25443, 3.67282, 5.12373], [1.43105, 4.98725, -5.15269], [-0.28280, 3.79666, -5.72498], [0.76022, 4.39670, 5.39368], [-0.49514, 5.36855, -4.25552], [7.90747, -1.11717, -1.15653], [0.18561, 2.47707, 6.20867], [8.18590, 1.01455, -0.97186], [-1.88447, -1.62801, -3.94232], [-5.98759, -0.95573, -2.74307], [0.34166, 3.36217, 2.68508], [3.34923, 0.49507, -0.13081], [-3.24816, -3.81054, 1.99404], [0.03842, 3.28734, 5.14979], [-2.43364, -3.70762, 3.11108], [-3.07149, 2.48565, 2.43779], [5.50792, 0.34740, 0.94635], [0.64054, 3.41785, -3.57924], [-2.23866, 2.20365, -0.18691], [1.93121, -3.57455, 1.82583], [3.97349, 0.28251, -1.36196], [0.44249, 2.63191, 3.86097], [2.38633, -3.03462, -0.55098], [-2.83057, 1.21917, 1.92101], [-2.35682, -1.90083, -2.82347], [-1.55148, -2.63876, 3.22220], [1.21524, 0.74326, 2.61244], [7.59627, -0.05120, -0.39569], [-3.64903, -1.33118, -2.39554], [4.13280, 0.52426, 1.01838], [-4.77456, -1.44649, -3.20088], [1.30197, -3.12292, 0.50737], [-3.19631, -2.84371, 0.99695], [-2.50178, 3.46585, 0.32183], [1.49909, 3.82398, -2.56333], [0.16912, -4.05282, 0.10614], [0.08257, 2.15091, -3.56354], [0.88123, 1.31778, 3.82933], [-1.48447, -1.68673, 2.21832], [5.34158, 0.10188, -1.43918], [-2.91573, 3.60910, 1.63915], [-2.41036, 1.06535, 0.60244], [1.77809, 2.95879, -1.52118], [6.11003, 0.13069, -0.28180], [-6.06639, -0.33419, -1.50477], [0.32298, 4.38600, -4.68532], [1.19400, 1.69242, -1.46927], [0.68898, 2.78522, 1.47598], [-3.71931, -0.71383, -1.14142], [-4.93420, -0.20069, -0.71105], [1.14263, 1.46999, 1.42194], [-2.32053, -1.76663, 1.10289], [0.36465, 1.28911, -2.51011], [-3.93482, -4.64148, 1.89645], [3.38444, 0.24413, -2.26984], [-0.01777, 4.38272, 2.71379], [1.17909, -3.63206, 2.61338], [-4.99354, 0.31281, 0.24094], [-2.98047, 0.35116, 2.54946], [-6.87252, -1.04678, -3.35891], [5.81310, -0.06916, -2.39821], [2.85071, -4.00948, -0.70728], [-4.69222, -1.92368, -4.16943], [0.87906, -2.12425, 0.64438], [0.58287, 3.36703, 0.57136], [-2.37820, 4.33650, -0.31010], [-1.90617, 2.09989, -1.21416], [2.38748, -4.56227, 1.72236], [-0.91330, -2.54892, 4.09271], [-3.84635, -2.93229, 0.13473], [1.95190, 4.80625, -2.59852], [-0.47393, -3.56573, -0.64515], [2.71300, -2.88078, 2.14389], [6.10651, 0.37747, 1.84621], [-7.01397, 0.05860, -1.15994], [0.53247, -5.00230, -0.29437], [1.51985, -0.29891, 2.58776], [3.68113, 0.70103, 1.98545], [-0.79234, -0.85719, 2.31025], [2.46545, 3.26680, -0.74192], [-3.38716, 2.59265, 3.46749], [3.16519, -2.33609, -0.24164], [-0.50181, -4.25070, 0.94354], [-0.55877, 1.82834, -4.37258], [-2.48373, -4.45507, 3.89210], [0.94840, 0.74336, 4.74298], [-3.11405, 4.59354, 2.04350], [-0.05407, 0.28999, -2.53809]],
  "atomic_forces_ev_per_a": [[-0.3, 0.1, -0.6], [-0.4, 0.1, -0.1], [0.1, 0.0, -0.1], [0.1, 0.2, 0.3], [0.0, 0.0, 0.1], [0.0, 0.1, 0.3], [0.1, 0.0, 0.0], [0.0, 0.0, 0.0], [0.0, 0.0, 0.0], [0.0, 0.0, 0.0], [0.0, 0.0, 0.0], [0.0, 0.0, 0.0], [0.0, 0.0, 0.0], [0.0, 0.0, 0.0], [0.0, 0.0, 0.0], [0.0, 0.0, 0.0], [0.5, -0.5, 0.1], [0.0, 0.0, 0.0], [0.0, 0.0, 0.0], [-0.1, 0.0, 0.1], [0.0, 0.0, 0.0], [0.0, 0.0, 0.0], [0.0, 0.0, 0.0], [0.0, 0.0, 0.0], [0.0, 0.0, 0.0], [0.0, 0.0, 0.0], [0.0, 0.0, 0.0], [0.0, 0.0, 0.0], [0.0, 0.0, -0.1], [0.0, 0.0, 0.0], [0.0, 0.0, 0.0], [0.0, 0.0, 0.0], [-0.1, 0.1, 0.2], [0.0, 0.0, 0.0], [0.0, 0.0, 0.0], [0.0, 0.0, 0.0], [0.1, 0.1, 0.2], [0.0, 0.1, 0.0], [0.0, 0.0, -0.1], [0.0, 0.0, 0.0], [0.0, 0.0, 0.0], [0.0, 0.0, 0.0], [0.0, 0.0, 0.0], [0.1, 0.0, 0.0], [0.0, 0.1, -0.1], [0.0, 0.0, 0.0], [0.0, 0.0, 0.0], [0.0, 0.0, 0.0], [0.0, 0.0, 0.0], [0.0, -0.1, -0.1], [0.0, 0.1, -0.1], [0.0, 0.0, 0.0], [0.0, 0.0, 0.0], [0.0, 0.0, 0.0], [0.0, -0.1, 0.1], [0.0, 0.1, 0.0], [0.1, -0.1, -0.1], [0.0, 0.0, 0.0], [0.0, -0.1, 0.0], [0.0, 0.0, -0.1], [0.0, 0.0, -0.2], [0.0, 0.0, 0.0], [0.0, 0.0, 0.0], [0.0, 0.0, 0.0], [0.0, 0.0, 0.0], [0.0, 0.0, 0.0], [0.0, 0.0, 0.0], [0.0, 0.0, 0.0], [0.0, 0.0, 0.0], [0.0, 0.0, 0.0], [0.0, 0.0, 0.0], [0.0, 0.0, 0.0], [0.0, 0.0, 0.0], [0.0, 0.0, 0.0], [0.0, 0.0, 0.0], [0.0, 0.0, 0.0], [0.0, 0.0, 0.0], [0.0, 0.0, 0.0], [0.0, 0.0, 0.0], [-0.1, 0.0, 0.0], [0.0, 0.0, 0.0], [0.0, 0.0, 0.0], [0.0, 0.0, 0.0], [0.0, 0.0, 0.0], [0.0, 0.0, 0.0], [0.0, 0.0, 0.0], [0.0, 0.0, 0.0], [0.0, 0.0, 0.0], [0.0, 0.0, 0.0], [0.0, 0.0, 0.0], [0.0, 0.0, 0.0], [0.0, 0.0, 0.0], [0.0, 0.0, 0.0], [0.0, 0.0, 0.0], [0.0, 0.0, 0.0], [0.0, 0.0, 0.2]],
  "mulliken_charge": [0.302, -0.076, -0.351, -0.193, -0.276, 1.891, 2.212, -0.284, -0.227, -0.266, -0.278, -0.276, -0.263, -0.264, -0.300, -0.256, -0.565, -0.662, -1.256, 0.255, -0.709, 0.699, -0.894, -0.586, -1.015, 0.242, -0.634, -1.835, -0.475, 0.027, -1.074, 0.067, 0.333, -0.505, -1.048, 0.803, 0.869, -0.289, -0.565, 3.393, -0.920, -0.735, -1.185, -0.719, -0.428, -0.416, -0.260, -1.137, -0.745, 0.112, -0.398, 0.221, -0.724, 0.782, 0.157, -1.135, -0.248, -0.178, 1.053, -0.183, -0.714, 0.433, 0.542, 0.380, 0.294, 0.463, 0.438, 0.406, 0.416, 0.603, 0.549, -1.554, 0.447, 0.463, 0.447, 0.464, 0.492, 0.448, 0.442, -0.505, 0.380, 0.482, 0.441, 0.461, 0.385, 0.351, 0.356, 0.644, 0.489, 0.258, 0.199, 0.586, 0.370, 0.539, 0.419, 0.102]
}